# 1
{"formula": "C5H12Cl2N", "method": "ωB97M-V/def2-TZVPD", "smiles": "C[C@@H](Cl)[C@H](Cl)[NH+](C)C", "relative_energy_kj_mol": 243.1, "homo_lumo_gap_ev": 11.75, "total_charge": 1, "homo_ev": -14.834, "lumo_energy_ev": -3.084, "elements": ["C", "C", "Cl", "C", "Cl", "N", "C", "C", "H", "H", "H", "H", "H", "H", "H", "H", "H", "H", "H", "H"], "coordinates": [[2.423, -0.263, 0.256], [1.424, -0.801, -0.951], [1.026, -2.610, -0.849], [0.057, 0.163, -0.961], [0.462, 1.921, -1.381], [-0.751, -0.030, 0.303], [-2.176, -0.433, -0.084], [-0.878, 1.195, 1.180], [1.795, 0.252, 1.104], [3.047, -1.180, 0.684], [3.152, 0.548, -0.207], [1.932, -0.602, -2.013], [-0.605, -0.279, -1.851], [-0.316, -0.791, 0.877], [-2.659, 0.502, -0.596], [-2.209, -1.375, -0.798], [-2.829, -0.691, 0.872], [-1.307, 0.809, 2.225], [0.129, 1.736, 1.432], [-1.717, 1.929, 0.757]], "mulliken_charge": [-0.781, -0.142, -0.128, -0.250, -0.065, -0.052, -0.837, -0.928, 0.185, 0.328, 0.297, 0.384, 0.360, 0.461, 0.405, 0.315, 0.342, 0.396, 0.360, 0.350]}

---

# 2
{"formula": "C28H20MnN7O3S2Se", "method": "ωB97M-V/def2-TZVPD", "s2": 6.09, "multiplicity": 5, "homo_lumo_gap_ev": [6.62, 7.23], "homo_ev": [-8.302, -8.496], "lumo_energy_ev": [-1.683, -1.262], "elements": ["Mn", "Se", "N", "C", "C", "C", "C", "C", "N", "C", "C", "N", "C", "C", "C", "C", "C", "N", "H", "H", "H", "H", "H", "H", "C", "O", "C", "S", "S", "H", "H", "H", "C", "C", "C", "C", "C", "C", "C", "C", "C", "C", "O", "O", "H", "H", "H", "H", "H", "H", "H", "H", "H", "H", "H", "N", "C", "C", "C", "N", "C", "N"], "coordinates": [[1.082, 1.442, 0.310], [-0.481, -3.919, 5.721], [-1.248, -2.362, 5.330], [-0.642, -1.898, 4.273], [-0.963, -0.617, 3.657], [-1.961, 0.229, 4.139], [-2.191, 1.426, 3.500], [-1.409, 1.758, 2.397], [-0.454, 0.965, 1.939], [-0.229, -0.205, 2.548], [0.843, -1.045, 1.989], [1.516, -0.566, 0.929], [2.479, -1.299, 0.385], [2.833, -2.549, 0.878], [2.166, -3.043, 1.977], [1.146, -2.284, 2.548], [0.402, -2.723, 3.722], [0.636, -3.848, 4.338], [-2.530, -0.073, 5.008], [-2.956, 2.109, 3.842], [-1.556, 2.692, 1.868], [2.985, -0.869, -0.469], [3.629, -3.104, 0.404], [2.416, -4.000, 2.413], [3.878, 3.845, -3.153], [2.724, 4.096, -2.333], [2.373, 3.190, -1.452], [3.200, 1.754, -1.207], [0.974, 3.604, -0.550], [3.680, 3.004, -3.816], [4.743, 3.631, -2.530], [4.023, 4.760, -3.718], [-5.007, -1.903, -4.176], [-3.786, -1.200, -3.648], [-2.865, -1.864, -2.850], [-1.728, -1.229, -2.362], [-0.771, -2.003, -1.492], [-1.504, 0.105, -2.708], [-2.408, 0.795, -3.524], [-2.180, 2.230, -3.917], [-3.543, 0.130, -3.968], [-0.278, 0.826, -2.222], [0.484, 1.393, -2.971], [-0.154, 0.774, -0.907], [-5.172, -2.850, -3.662], [-4.901, -2.116, -5.242], [-5.898, -1.288, -4.053], [-3.034, -2.906, -2.598], [-0.945, -3.073, -1.599], [-0.896, -1.736, -0.441], [0.268, -1.797, -1.756], [-1.912, 2.847, -3.057], [-3.079, 2.645, -4.372], [-1.357, 2.311, -4.626], [-4.255, 0.666, -4.586], [2.152, 2.032, 1.924], [2.779, 1.470, 2.730], [3.437, 0.775, 3.715], [2.640, 0.018, 4.611], [1.947, -0.585, 5.309], [4.855, 0.735, 3.761], [6.005, 0.698, 3.799]], "mulliken_spin": [4.033, 0.000, 0.000, 0.000, -0.007, 0.000, -0.001, 0.014, 0.047, -0.057, 0.027, -0.027, 0.010, -0.001, 0.004, -0.004, -0.001, 0.000, 0.000, 0.000, 0.002, 0.001, 0.000, 0.000, 0.005, -0.002, -0.005, 0.088, -0.131, -0.002, -0.003, 0.001, 0.000, 0.000, 0.000, -0.004, 0.003, 0.018, 0.004, -0.001, -0.001, -0.035, 0.017, 0.006, 0.000, 0.000, 0.000, 0.000, 0.000, 0.001, -0.002, 0.000, 0.000, 0.000, 0.000, -0.025, 0.020, 0.002, 0.002, 0.000, 0.002, 0.000]}

---

# 3
{"formula": "C12H11CrNO4", "method": "ωB97M-V/def2-TZVPD", "relative_energy_kj_mol": 0.0, "s2": 6.04, "multiplicity": 5, "homo_lumo_gap_ev": [9.05, 6.56], "total_charge": 2, "homo_ev": [-17.141, -17.183], "lumo_energy_ev": [-8.087, -10.627], "elements": ["Cr", "C", "O", "C", "O", "C", "O", "C", "O", "C", "H", "H", "C", "H", "H", "C", "C", "C", "C", "N", "C", "C", "H", "H", "H", "H", "H", "H", "H"], "coordinates": [[0.260, 0.058, -0.012], [-1.628, -0.129, 0.260], [-2.775, -0.250, 0.462], [-0.001, -0.045, -1.885], [-0.040, -0.123, -3.040], [1.217, -1.548, -0.326], [1.653, -2.574, -0.642], [0.845, 1.774, -0.529], [1.018, 2.855, -0.935], [3.348, 0.399, -1.099], [3.545, 1.383, -0.665], [3.757, -0.470, -0.575], [2.758, 0.264, -2.296], [2.695, -0.708, -2.787], [2.466, 1.124, -2.899], [0.238, 0.324, 6.339], [0.333, 0.273, 4.851], [0.076, 1.414, 4.092], [0.064, 1.328, 2.700], [0.288, 0.149, 2.070], [0.538, -0.972, 2.795], [0.555, -0.936, 4.198], [0.973, 1.012, 6.775], [-0.760, 0.714, 6.586], [0.390, -0.679, 6.759], [-0.145, 2.357, 4.570], [-0.098, 2.187, 2.048], [0.748, -1.894, 2.228], [0.710, -1.836, 4.798]], "mulliken_spin": [4.000, -0.181, 0.130, -0.131, 0.102, -0.114, 0.113, -0.116, 0.116, 0.051, 0.004, 0.005, 0.083, 0.002, 0.002, -0.001, 0.020, 0.004, 0.027, -0.122, 0.036, -0.002, 0.002, 0.002, 0.000, 0.000, -0.014, -0.019, 0.000]}